[1]
Below is a cluster of 9 separate species, C32H40BF28O16 in total, with properties calculated with ωB97M-V/def2-TZVPD.

- charge = -1
- E_HOMO (eV) = -8.690
- orbital gap (eV) = 10.98

Last columns: bonded neighbours and bond lengths (Å).
Positions of all 117 atoms, in Å:
1 B 0.78949 0.19712 0.51073  F2 1.400, F3 1.431, F4 1.424, F5 1.393
2 F 0.84197 1.12839 -0.53379  B1 1.400
3 F 0.73043 -1.08721 -0.11676  B1 1.431
4 F 1.95932 0.32405 1.31321  B1 1.424
5 F -0.32620 0.36818 1.32658  B1 1.393
6 C 4.80909 -2.63292 -2.17416  C7 1.534, H15 1.092, H16 1.089, H17 1.097
7 C 3.83628 -2.03960 -1.14765  C6 1.534, O8 1.416, H18 1.087, H19 1.088
8 O 4.59474 -1.09964 -0.40803  C7 1.416, C9 1.331
9 C 4.61297 -1.17461 0.92081  O8 1.331, O10 1.184, C11 1.539
10 O 3.82659 -1.80731 1.54038  C9 1.184
11 C 5.74016 -0.35692 1.57601  C9 1.539, F12 1.340, F13 1.331, F14 1.331
12 F 6.92339 -0.94730 1.35849  C11 1.340
13 F 5.79365 0.89367 1.12298  C11 1.331
14 F 5.48693 -0.32048 2.88253  C11 1.331
15 H 5.41200 -1.90221 -2.71750  C6 1.092
16 H 4.36949 -3.34377 -2.87292  C6 1.089
17 H 5.60559 -3.15353 -1.62761  C6 1.097
18 H 3.49885 -2.85040 -0.50672  C7 1.087
19 H 3.07181 -1.54685 -1.74522  C7 1.088
20 C 0.71766 1.60378 -4.32699  C21 1.515, H29 1.092, H30 1.097, H31 1.087
21 C 0.18285 0.39791 -3.58245  C20 1.515, O22 1.440, H32 1.087, H33 1.089
22 O -0.44513 -0.48054 -4.53499  C21 1.440, C23 1.307
23 C -1.71009 -0.31239 -4.81746  O22 1.307, O24 1.196, C25 1.537
24 O -2.44208 0.46323 -4.27687  C23 1.196
25 C -2.15103 -1.14520 -6.03212  C23 1.537, F26 1.333, F27 1.327, F28 1.338
26 F -1.26322 -2.09216 -6.33474  C25 1.333
27 F -3.32852 -1.71811 -5.81981  C25 1.327
28 F -2.28228 -0.35950 -7.10724  C25 1.338
29 H 0.01255 2.36898 -4.65739  C20 1.092
30 H 1.09702 1.25916 -5.29651  C20 1.097
31 H 1.55442 2.06165 -3.80580  C20 1.087
32 H -0.40086 0.58849 -2.68565  C21 1.087
33 H 1.03979 -0.17690 -3.23567  C21 1.089
34 C -3.24069 -0.19337 -1.48166  C35 1.526, H43 1.092, H44 1.089, H45 1.086
35 C -2.76053 -0.74761 -0.14290  C34 1.526, O36 1.423, H46 1.091, H47 1.094
36 O -3.48601 -1.95863 0.03991  C35 1.423, C37 1.325
37 C -2.92489 -2.85230 0.84093  O36 1.325, O38 1.188, C39 1.526
38 O -1.92662 -2.67359 1.45894  C37 1.188
39 C -3.80606 -4.08038 1.05061  C37 1.526, F40 1.326, F41 1.334, F42 1.334
40 F -4.47207 -4.43022 -0.04175  C39 1.326
41 F -3.04524 -5.11081 1.42243  C39 1.334
42 F -4.66850 -3.87705 2.04733  C39 1.334
43 H -4.27547 0.13172 -1.35757  C34 1.092
44 H -3.23982 -1.00133 -2.21217  C34 1.089
45 H -2.56266 0.58645 -1.81613  C34 1.086
46 H -2.75887 0.00612 0.64559  C35 1.091
47 H -1.69603 -0.97800 -0.24479  C35 1.094
48 C 3.38100 3.00900 -0.63975  C49 1.519, H57 1.088, H58 1.094, H59 1.093
49 C 3.74506 1.76990 -1.43848  C48 1.519, O50 1.431, H60 1.087, H61 1.086
50 O 4.34560 2.18039 -2.67053  C49 1.431, C51 1.336
51 C 4.26965 1.32025 -3.68980  O50 1.336, O52 1.196, C53 1.521
52 O 3.66008 0.29193 -3.64215  C51 1.196
53 C 5.09290 1.71139 -4.90765  C51 1.521, F54 1.327, F55 1.343, F56 1.334
54 F 6.11608 0.87694 -5.04230  C53 1.327
55 F 4.30032 1.57409 -5.98314  C53 1.343
56 F 5.43499 2.99985 -4.86618  C53 1.334
57 H 2.99447 2.71724 0.33498  C48 1.088
58 H 2.60443 3.57926 -1.15867  C48 1.094
59 H 4.20142 3.72066 -0.52034  C48 1.093
60 H 2.81458 1.26741 -1.68832  C49 1.087
61 H 4.43760 1.25434 -0.77972  C49 1.086
62 C 3.05625 2.28456 3.42601  C63 1.541, H71 1.089, H72 1.089, H73 1.092
63 C 1.60381 2.77706 3.27679  C62 1.541, O64 1.420, H74 1.090, H75 1.088
64 O 0.83284 2.65548 4.46347  C63 1.420, C65 1.315
65 C 0.65577 1.50610 5.07645  O64 1.315, O66 1.188, C67 1.548
66 O 1.02618 0.41573 4.78349  C65 1.188
67 C -0.15496 1.66952 6.38553  C65 1.548, F68 1.344, F69 1.373, F70 1.349
68 F -1.01090 0.64699 6.54936  C67 1.344
69 F 0.68790 1.61505 7.46821  C67 1.373
70 F -0.80084 2.85064 6.47666  C67 1.349
71 H 3.62897 2.50116 2.52589  C62 1.089
72 H 3.07252 1.20459 3.56231  C62 1.089
73 H 3.50503 2.76409 4.29827  C62 1.092
74 H 1.13386 2.21661 2.46807  C63 1.090
75 H 1.68741 3.81436 2.95813  C63 1.088
76 C -0.94158 -3.33338 -2.28878  C77 1.529, H85 1.091, H86 1.094, H87 1.088
77 C 0.57668 -3.35822 -2.46551  C76 1.529, O78 1.416, H88 1.090, H89 1.094
78 O 1.17513 -4.57706 -2.06256  C77 1.416, C79 1.322
79 C 1.37483 -4.80461 -0.77592  O78 1.322, O80 1.187, C81 1.550
80 O 1.03463 -4.09304 0.11154  C79 1.187
81 C 2.06618 -6.14545 -0.41792  C79 1.550, F82 1.338, F83 1.333, F84 1.316
82 F 2.13283 -6.93951 -1.49299  C81 1.338
83 F 3.32285 -5.92829 -0.02879  C81 1.333
84 F 1.40417 -6.74398 0.54942  C81 1.316
85 H -1.25652 -2.29106 -2.36411  C76 1.091
86 H -1.22704 -3.63627 -1.27695  C76 1.094
87 H -1.49473 -4.00155 -2.94599  C76 1.088
88 H 1.12131 -2.51047 -2.04964  C77 1.090
89 H 0.68657 -3.19689 -3.54190  C77 1.094
90 C -5.16987 -2.64452 5.29194  C91 1.509, H99 1.089, H100 1.092, H101 1.092
91 C -3.81272 -2.24662 4.76439  C90 1.509, O92 1.444, H102 1.087, H103 1.092
92 O -3.91525 -0.85762 4.38506  C91 1.444, C93 1.347
93 C -2.82308 -0.23900 3.89694  O92 1.347, O94 1.177, C95 1.556
94 O -1.83313 -0.73731 3.50028  C93 1.177
95 C -3.13905 1.27166 3.70138  C93 1.556, F96 1.340, F97 1.323, F98 1.332
96 F -4.03793 1.40775 2.71686  C95 1.340
97 F -3.51468 1.86538 4.82277  C95 1.323
98 F -2.02863 1.86779 3.27119  C95 1.332
99 H -5.88510 -2.87420 4.50291  C90 1.089
100 H -5.63176 -1.87706 5.91631  C90 1.092
101 H -5.10026 -3.48407 5.98679  C90 1.092
102 H -3.46942 -2.84378 3.92312  C91 1.087
103 H -3.07508 -2.22307 5.56912  C91 1.092
104 C -1.73443 3.19859 0.02866  C105 1.539, H113 1.090, H114 1.090, H115 1.088
105 C -3.22364 3.34479 -0.32926  C104 1.539, O106 1.429, H116 1.089, H117 1.091
106 O -3.52778 4.74038 -0.27279  C105 1.429, C107 1.318
107 C -4.71187 5.12305 0.16067  O106 1.318, O108 1.188, C109 1.542
108 O -5.57429 4.41057 0.56009  C107 1.188
109 C -4.90433 6.64952 0.05236  C107 1.542, F110 1.354, F111 1.311, F112 1.319
110 F -5.89010 6.73513 -0.87208  C109 1.354
111 F -5.33778 7.22819 1.14652  C109 1.311
112 F -3.85778 7.29273 -0.42818  C109 1.319
113 H -1.55170 3.76695 0.94054  C104 1.090
114 H -1.14691 3.69492 -0.74408  C104 1.090
115 H -1.50248 2.14040 0.12627  C104 1.088
116 H -3.82771 2.75167 0.35500  C105 1.089
117 H -3.36475 2.97492 -1.34572  C105 1.091

Atomic partial charges in e from the Löwdin method, atoms 1 to 8:
1. B -1.25
2. F 0.11
3. F 0.09
4. F 0.10
5. F 0.13
6. C -0.05
7. C -0.19
8. O 0.01

=====

[2]
Below is a cluster of 8 separate species, C32H40F24O16 in total, with properties calculated with ωB97M-V/def2-TZVPD.

- charge = -1
- E_HOMO (alpha / beta) (eV) = 0.265 / -4.679
- orbital gap (alpha / beta) (eV) = 1.33 / 6.27
- multiplicity = 2

Last columns: bonded neighbours and bond lengths (Å).
Positions of all 112 atoms, in Å:
1 C 27.64539 -15.13533 5.08258  C2 1.544, H10 1.090, H11 1.090, H12 1.090
2 C 27.25547 -15.07783 3.58977  C1 1.544, O3 1.373, H13 1.090, H14 1.090
3 O 27.36477 -16.36326 3.11942  C2 1.373, C4 1.336
4 C 26.80505 -16.73468 1.96442  O3 1.336, O5 1.200, C6 1.552
5 O 26.39512 -15.95150 1.15292  C4 1.200
6 C 26.87290 -18.26283 1.69983  C4 1.552, F7 1.337, F8 1.372, F9 1.387
7 F 25.74594 -18.77096 1.19136  C6 1.337
8 F 27.88451 -18.39288 0.78289  C6 1.372
9 F 27.15810 -18.97761 2.85374  C6 1.387
10 H 27.16122 -15.89448 5.69689  C1 1.090
11 H 27.57613 -14.13864 5.51838  C1 1.090
12 H 28.71085 -15.36513 5.07497  C1 1.090
13 H 27.84357 -14.33496 3.05090  C2 1.090
14 H 26.21709 -14.75039 3.53835  C2 1.090
15 C 24.03302 -9.71023 17.79856  C16 1.554, H24 1.090, H25 1.090, H26 1.090
16 C 24.83901 -8.97131 16.69429  C15 1.554, O17 1.403, H27 1.090, H28 1.090
17 O 24.41989 -9.45106 15.44373  C16 1.403, C18 1.339
18 C 24.96235 -10.50304 14.81828  O17 1.339, O19 1.246, C20 1.540
19 O 25.98585 -11.08706 15.22462  C18 1.246
20 C 24.24126 -10.87240 13.50822  C18 1.540, F21 1.325, F22 1.357, F23 1.392
21 F 24.23426 -12.17045 13.24397  C20 1.325
22 F 22.98322 -10.36444 13.52207  C20 1.357
23 F 24.95698 -10.31559 12.45153  C20 1.392
24 H 22.98800 -9.74688 17.49083  C15 1.090
25 H 24.19118 -9.41269 18.83517  C15 1.090
26 H 24.33179 -10.75480 17.88641  C15 1.090
27 H 25.89212 -9.18722 16.87439  C16 1.090
28 H 24.73800 -7.88740 16.74930  C16 1.090
29 C 23.36538 -2.95450 9.48582  C30 1.475, H38 1.090, H39 1.090, H40 1.090
30 C 23.36994 -3.88823 10.62776  C29 1.475, O31 1.455, H41 1.090, H42 1.090
31 O 22.80614 -5.17166 10.23730  C30 1.455, C32 1.365
32 C 22.80070 -6.24307 11.08315  O31 1.365, O33 1.266, C34 1.574
33 O 23.10110 -6.16575 12.31054  C32 1.266
34 C 22.33728 -7.59771 10.42855  C32 1.574, F35 1.347, F36 1.333, F37 1.338
35 F 21.63706 -7.39226 9.29612  C34 1.347
36 F 23.40433 -8.31034 10.06668  C34 1.333
37 F 21.54782 -8.24639 11.29204  C34 1.338
38 H 22.41599 -2.97734 8.95081  C29 1.090
39 H 24.19699 -3.17995 8.81820  C29 1.090
40 H 23.49667 -1.92171 9.80862  C29 1.090
41 H 22.79973 -3.44159 11.44230  C30 1.090
42 H 24.39022 -4.02804 10.98495  C30 1.090
43 C 17.23352 -5.82607 11.41645  C44 1.582, H52 1.090, H53 1.090, H54 1.090
44 C 18.58881 -6.61019 11.18799  C43 1.582, O45 1.428, H55 1.090, H56 1.090
45 O 18.40756 -7.92279 10.65501  C44 1.428, C46 1.425
46 C 18.26551 -8.98152 11.59835  O45 1.425, O47 1.208, C48 1.529
47 O 18.10335 -8.84476 12.78730  C46 1.208
48 C 18.22134 -10.37622 10.97343  C46 1.529, F49 1.350, F50 1.334, F51 1.352
49 F 18.31730 -11.30544 11.94784  C48 1.350
50 F 17.10761 -10.49736 10.24960  C48 1.334
51 F 19.27528 -10.50058 10.13506  C48 1.352
52 H 16.87856 -5.49333 10.44105  C43 1.090
53 H 17.34709 -5.01258 12.13299  C43 1.090
54 H 16.44942 -6.51006 11.74118  C43 1.090
55 H 19.22535 -6.67724 12.07028  C44 1.090
56 H 19.09578 -6.02759 10.41880  C44 1.090
57 C 18.60840 -14.86116 8.66771  C58 1.498, H66 1.090, H67 1.090, H68 1.090
58 C 18.32070 -14.42540 10.07135  C57 1.498, O59 1.375, H69 1.090, H70 1.090
59 O 19.40689 -14.81376 10.81979  C58 1.375, C60 1.397
60 C 19.57584 -14.43263 12.15268  O59 1.397, O61 1.222, C62 1.540
61 O 18.67463 -14.10056 12.90747  C60 1.222
62 C 21.00527 -14.69602 12.66292  C60 1.540, F63 1.386, F64 1.307, F65 1.338
63 F 21.03697 -15.41756 13.84540  C62 1.386
64 F 21.74023 -15.33034 11.78778  C62 1.307
65 F 21.60630 -13.51380 12.83664  C62 1.338
66 H 17.73149 -14.83343 8.02090  C57 1.090
67 H 19.00580 -15.87605 8.65420  C57 1.090
68 H 19.42180 -14.34820 8.15453  C57 1.090
69 H 17.50491 -15.03248 10.46378  C58 1.090
70 H 18.16443 -13.34976 10.15319  C58 1.090
71 C 18.46974 -12.49786 1.34526  C72 1.519, H80 1.090, H81 1.090, H82 1.090
72 C 19.88109 -11.98369 1.11846  C71 1.519, O73 1.431, H83 1.090, H84 1.090
73 O 20.85916 -13.01039 0.92250  C72 1.431, C74 1.368
74 C 21.50554 -13.57151 1.98932  O73 1.368, O75 1.234, C76 1.529
75 O 21.31620 -13.24868 3.16560  C74 1.234
76 C 22.71433 -14.40421 1.56175  C74 1.529, F77 1.350, F78 1.332, F79 1.357
77 F 22.56391 -15.70296 1.89842  C76 1.350
78 F 22.93913 -14.43982 0.24973  C76 1.332
79 F 23.87499 -13.99108 2.13084  C76 1.357
80 H 18.00416 -12.99188 0.49245  C71 1.090
81 H 17.81185 -11.68082 1.64141  C71 1.090
82 H 18.43559 -13.19485 2.18259  C71 1.090
83 H 20.21670 -11.31551 1.91155  C72 1.090
84 H 19.85890 -11.27492 0.29065  C72 1.090
85 C 22.18306 -11.76633 10.22564  C86 1.566, H94 1.090, H95 1.090, H96 1.090
86 C 21.94851 -12.78223 9.05681  C85 1.566, O87 1.363, H97 1.090, H98 1.090
87 O 22.81374 -12.57162 8.02484  C86 1.363, C88 1.376
88 C 22.52325 -13.20824 6.83968  O87 1.376, O89 1.230, C90 1.547
89 O 21.47972 -13.81861 6.61289  C88 1.230
90 C 23.65872 -13.08370 5.79582  C88 1.547, F91 1.376, F92 1.320, F93 1.314
91 F 24.07510 -14.34629 5.44004  C90 1.376
92 F 23.29286 -12.40713 4.72313  C90 1.320
93 F 24.64527 -12.35542 6.26849  C90 1.314
94 H 23.13737 -11.93150 10.72576  C85 1.090
95 H 21.44459 -11.75850 11.02733  C85 1.090
96 H 22.10791 -10.76367 9.80477  C85 1.090
97 H 20.93574 -12.59924 8.69777  C86 1.090
98 H 21.93541 -13.82176 9.38437  C86 1.090
99 C 23.75154 -22.58593 4.12961  C100 1.550, H108 1.090, H109 1.090, H110 1.090
100 C 23.74785 -21.71397 5.41128  C99 1.550, O101 1.376, H111 1.090, H112 1.090
101 O 23.90247 -20.38964 5.07149  C100 1.376, C102 1.352
102 C 23.72110 -19.36540 5.93486  O101 1.352, O103 1.248, C104 1.489
103 O 23.37636 -19.46894 7.12974  C102 1.248
104 C 23.89557 -18.04255 5.27471  C102 1.489, F105 1.387, F106 1.317, F107 1.312
105 F 25.24699 -17.73044 5.27310  C104 1.387
106 F 23.46932 -18.04653 4.02903  C104 1.317
107 F 23.27140 -17.10808 5.95264  C104 1.312
108 H 24.22800 -22.03800 3.31667  C99 1.090
109 H 22.78814 -22.78009 3.65817  C99 1.090
110 H 24.26814 -23.53652 4.26224  C99 1.090
111 H 24.68290 -22.02172 5.87931  C100 1.090
112 H 22.96912 -22.00915 6.11453  C100 1.090

Atomic partial charges in e from the Löwdin method, atoms 1 to 8:
1. C -0.05
2. C -0.23
3. O 0.02
4. C -0.36
5. O 0.18
6. C -0.46
7. F 0.17
8. F 0.13

=====

Results for energy relative to the best compared isomer or geometry (same formula, charge and spin): 0.120; 0.457 (in eV, following the order of the records).